(1)
Here is 2 unconnected molecules or ions with the total composition C6H9NO2S from the OMol25 dataset. Energies are from ωB97M-V/def2-TZVPD.

Output
relative energy (zero: lowest compared OMol25 entry of this formula, charge and spin)	97.8	kcal per mole
HOMO (alpha / beta)	-7.78 / -7.77	eV

```
19
Properties=species:S:1:pos:R:3:forces:R:3:mulliken_charge:R:1
C -0.164260 -1.897267 0.005616 0.2 0.8 -0.3 -0.38
C 0.287832 -0.856324 0.758177 0.1 -1.0 0.3 0.58
C 0.254626 0.371837 0.068057 -1.8 0.9 0.3 -0.59
C -0.254197 0.289522 -1.319557 -0.1 -0.3 -0.3 0.41
C 0.740212 -0.969509 2.176072 0.0 0.1 0.1 -1.20
C 0.660576 0.888620 -2.378231 0.1 -0.2 0.0 -1.38
N -1.546104 1.349420 0.985489 2.7 -1.4 -1.7 0.67
O -2.359975 1.605652 0.134235 -0.9 0.5 0.6 -0.58
O -1.586036 1.473338 2.175781 -0.8 0.4 0.5 -0.57
S -0.601126 -1.494376 -1.610236 -0.1 0.2 0.0 -0.18
H -0.244902 -2.921678 0.315686 0.0 -0.2 0.2 0.41
H 0.835672 1.222866 0.377433 0.2 0.1 0.0 0.36
H -1.242480 0.786390 -1.378500 0.2 0.0 0.3 0.39
H 0.546524 -1.965141 2.565918 0.0 0.0 0.1 0.36
H 0.213797 -0.239345 2.789989 0.0 0.0 0.1 0.31
H 1.807751 -0.764476 2.250508 0.1 0.0 0.1 0.27
H 1.622627 0.378310 -2.387925 0.1 0.0 -0.1 0.36
H 0.821010 1.943130 -2.165340 0.0 0.1 0.0 0.37
H 0.208453 0.799031 -3.363172 0.0 0.0 -0.1 0.39
```
Positions in Å, forces in eV/Å.

***

(2)
Here is a single C23H22N2O6 molecule from the OMol25 dataset. Energies are from ωB97M-V/def2-TZVPD.

Output
SMILES string	COC(=O)c1ccc(-c2ccco2)n1Cc1nc(-c2ccc(OC)c(OC)c2)oc1C
relative energy (zero: lowest compared OMol25 entry of this formula, charge and spin)	78.5	kcal per mole
HOMO	-7.51	eV

```
53
Properties=species:S:1:pos:R:3:forces:R:3:mulliken_charge:R:1
C 4.907195 -3.887995 1.377074 0.2 0.0 0.4 -0.67
O 4.254903 -3.118855 0.381545 -0.2 0.2 -0.3 -0.31
C 3.958654 -1.848882 0.729756 0.2 -0.1 0.4 0.66
O 4.237760 -1.398304 1.823322 0.0 -0.2 -0.2 -0.67
C 3.300575 -1.151759 -0.357858 0.0 -0.5 -0.6 0.37
C 3.061717 -1.636335 -1.640255 0.1 0.0 0.6 -0.96
C 2.417932 -0.632739 -2.349059 -0.1 0.5 0.1 -1.27
C 2.274546 0.454882 -1.490507 0.3 -0.4 -0.2 0.74
C 1.649473 1.709963 -1.802161 -0.7 0.2 -0.9 0.63
C 0.831304 2.029636 -2.859849 0.5 -0.4 0.6 -0.72
C 0.480810 3.386824 -2.697570 0.2 0.3 0.5 -0.63
C 1.107402 3.802170 -1.563510 -0.5 0.4 -0.6 -0.51
O 1.816387 2.800865 -1.016900 0.4 -0.2 0.1 -0.26
N 2.823839 0.130733 -0.292605 0.1 0.0 -0.2 0.15
C 2.754698 0.946569 0.893174 0.0 0.4 0.7 -1.00
C 1.330762 1.252996 1.229379 -0.4 0.9 0.8 1.02
N 0.304111 0.482950 0.765642 -0.8 -0.2 0.0 -0.35
C -0.785188 1.036469 1.219721 1.1 -0.3 -0.3 0.31
C -2.129548 0.576325 0.974739 -0.7 0.0 0.1 -0.48
C -3.238138 1.207812 1.527321 0.3 -0.1 -0.1 -0.91
C -4.495030 0.713722 1.257091 -0.1 -0.3 -0.2 -0.63
C -4.695591 -0.401329 0.443441 0.1 0.2 0.1 0.49
O -6.003292 -0.740711 0.292976 0.2 0.2 0.1 -0.48
C -6.397627 -1.876757 -0.443633 -0.3 -0.4 -0.2 -0.72
C -3.570591 -1.037841 -0.124138 -0.1 -0.1 0.0 1.30
O -3.772845 -2.127461 -0.933069 -0.2 0.3 0.3 -0.47
C -2.649595 -2.766903 -1.489363 0.2 -0.1 -0.1 -0.94
C -2.310452 -0.537374 0.154418 0.0 0.1 0.1 -0.40
O -0.541952 2.134627 1.966721 -0.5 0.0 0.0 -0.39
C 0.809271 2.277398 1.969607 1.0 -0.6 -0.4 0.18
C 1.431175 3.405552 2.704377 -0.3 -0.2 0.0 -1.68
H 4.280909 -3.968970 2.268498 0.1 0.0 -0.1 0.30
H 5.076754 -4.868575 0.939769 0.0 0.0 0.0 0.23
H 5.855499 -3.424233 1.658327 -0.1 -0.1 0.0 0.30
H 3.340469 -2.608087 -1.994403 0.1 -0.2 0.0 0.55
H 2.098178 -0.668371 -3.370853 -0.1 0.0 -0.2 0.53
H 0.515135 1.372544 -3.642591 -0.1 -0.2 -0.1 0.52
H -0.150681 3.971072 -3.334853 -0.1 0.2 -0.1 0.48
H 1.129503 4.747666 -1.058751 0.1 0.1 0.1 0.50
H 3.228948 0.392208 1.708043 0.0 0.2 -0.3 0.50
H 3.303930 1.882305 0.741496 0.0 -0.2 0.0 0.21
H -3.111395 2.070525 2.161499 0.0 0.1 0.1 0.48
H -5.374313 1.179351 1.673313 -0.1 0.0 0.0 0.43
H -5.973924 -2.793840 -0.029768 0.0 0.1 0.0 0.27
H -7.483747 -1.906216 -0.355279 0.1 0.0 0.0 0.30
H -6.119800 -1.793870 -1.496012 0.0 0.0 0.1 0.25
H -3.050705 -3.590633 -2.078570 0.1 0.0 0.0 0.24
H -1.986076 -3.163116 -0.714910 0.0 0.0 0.0 0.36
H -2.084177 -2.094387 -2.141502 0.0 0.0 0.0 0.35
H -1.422970 -0.989577 -0.254295 0.1 -0.1 -0.1 0.72
H 0.688444 4.179541 2.879725 0.0 0.1 0.0 0.38
H 2.255724 3.815797 2.125055 0.1 0.1 0.0 0.37
H 1.821620 3.072601 3.666241 0.0 0.1 0.1 0.32
```
Positions in Å, forces in eV/Å.

***

(3)
Here is a single C5H12N2O molecule from the OMol25 dataset. Energies are from ωB97M-V/def2-TZVPD.

Output
SMILES string	NCCCCNC=O
relative energy (zero: lowest compared OMol25 entry of this formula, charge and spin)	31.5	kcal per mole
HOMO	-9.39	eV

```
20
Properties=species:S:1:pos:R:3:forces:R:3:mulliken_charge:R:1
N 2.313567 2.409248 0.937905 0.5 0.1 1.0 -0.57
C 1.686911 1.210623 1.469833 0.2 -1.0 0.5 -0.42
C 1.709838 0.119130 0.383516 0.3 -0.2 0.6 -0.64
C 0.680550 0.447360 -0.702361 0.5 -0.2 -0.9 -0.45
C -0.750079 0.053615 -0.368080 -0.8 -0.1 0.6 -0.60
N -0.951935 -1.399759 -0.284153 0.6 1.0 0.5 -0.10
C -2.179405 -1.939417 -0.511831 0.7 -1.6 -0.7 0.02
O -3.015730 -1.443718 -1.226810 -0.5 0.5 0.3 -0.54
H 1.910572 2.818393 0.112327 -0.4 -0.1 0.0 0.19
H 2.370141 3.112362 1.662284 0.0 0.2 -0.2 0.22
H 0.669399 1.336572 1.912095 0.2 0.1 -0.7 0.23
H 2.235580 0.846805 2.370186 0.2 0.4 -0.7 0.33
H 2.740551 -0.067563 -0.009107 -0.7 1.0 0.0 0.32
H 1.568811 -0.870289 0.832409 -0.7 0.0 0.2 0.33
H 0.717032 1.520305 -0.941646 -0.1 -0.2 0.2 0.24
H 1.046149 -0.018866 -1.621144 -0.5 -0.2 -0.1 0.31
H -1.025480 0.485068 0.616182 0.2 -0.1 -0.3 0.21
H -1.550627 0.392209 -1.023116 0.5 0.3 -0.5 0.41
H -0.250409 -1.812590 0.309784 -0.6 -0.7 0.1 0.20
H -2.294402 -3.005716 -0.163126 0.2 0.8 0.1 0.31
```
Positions in Å, forces in eV/Å.

***

(4)
Here is a single C3H7NOS2 molecule from the OMol25 dataset. Energies are from ωB97M-V/def2-TZVPD.

Output
relative energy (zero: lowest compared OMol25 entry of this formula, charge and spin)	100.8	kcal per mole
HOMO	-8.51	eV

```
14
Properties=species:S:1:pos:R:3:forces:R:3:mulliken_charge:R:1
C -0.478974 -1.525332 0.651876 -0.9 -0.8 0.5 -0.18
C -2.819591 -0.162275 -0.400363 0.3 -1.4 -0.8 -0.77
C 2.458431 1.033880 0.452745 -0.1 -1.0 4.1 -0.91
N 0.181618 -0.535474 0.173398 1.5 2.3 -1.7 -0.19
O 2.197812 -0.935637 -1.233630 1.3 -0.9 -3.8 -0.51
S -2.141791 -1.607094 0.434264 0.6 -1.1 0.7 -0.02
S 1.998543 -0.754584 0.148396 -1.6 2.2 2.8 0.52
H -3.646374 -0.067957 0.313161 -0.4 0.8 -1.2 0.31
H -2.956209 -0.541216 -1.465806 -0.6 1.2 1.4 0.26
H -2.128908 0.664748 -0.357065 -0.1 0.5 0.0 0.24
H 3.532141 1.289320 0.503323 -0.5 -0.7 -0.5 0.33
H 2.057326 1.287467 1.512210 0.7 -0.7 -1.4 0.31
H 1.907549 1.696815 -0.111594 -1.0 1.2 -2.0 0.33
H -0.161574 0.157336 -0.620914 0.8 -1.5 1.8 0.28
```
Positions in Å, forces in eV/Å.

***

(5)
Here is a gas-phase ion, C3H6NO2 (charge -1) from the OMol25 dataset. Energies are from ωB97M-V/def2-TZVPD.

Output
SMILES string	O=CNCC[O-]
relative energy (zero: lowest compared OMol25 entry of this formula, charge and spin)	44.3	kcal per mole
net charge	-1
HOMO	-2.71	eV

```
12
Properties=species:S:1:pos:R:3:forces:R:3:mulliken_charge:R:1
O 2.286489 1.088162 0.027746 0.0 -0.1 -0.1 -0.67
C 1.129218 0.697177 -0.088366 -0.3 -0.3 0.1 0.02
N 0.437016 0.083172 0.887319 0.1 0.1 0.0 -0.04
C -1.001754 -0.146997 0.850948 -0.1 0.1 0.2 -0.48
C -1.566962 -0.448258 -0.572661 0.1 -0.6 0.1 -0.60
O -0.844255 -1.330120 -1.261874 0.0 0.1 0.0 -0.84
H 0.532341 0.771933 -1.009772 0.2 0.2 0.0 0.32
H 0.972773 -0.197938 1.692352 0.0 0.1 0.1 0.22
H -1.508162 0.717253 1.307301 -0.1 0.1 -0.1 0.20
H -1.238419 -0.993737 1.499501 0.3 -0.2 -0.1 0.34
H -1.712005 0.535573 -1.089138 -0.1 0.2 0.0 0.24
H -2.605891 -0.807338 -0.315909 -0.1 0.3 -0.1 0.28
```
Positions in Å, forces in eV/Å.

***

(6)
Here is a single C5H8N2 molecule from the OMol25 dataset. Energies are from ωB97M-V/def2-TZVPD.

Output
relative energy (zero: lowest compared OMol25 entry of this formula, charge and spin)	65.7	kcal per mole
HOMO	-8.73	eV

```
15
Properties=species:S:1:pos:R:3:forces:R:3:mulliken_charge:R:1
C 2.311835 -0.524910 -0.067395 0.9 2.9 1.1 0.14
C 1.936154 0.987963 0.086548 1.4 -1.1 -1.4 -0.26
C -0.144348 0.100196 0.065880 3.5 -0.2 -1.9 1.16
C -0.797541 -0.028878 -1.313686 0.3 -1.9 2.4 -1.12
C -0.898999 -0.221432 1.306184 1.7 2.1 -0.7 -1.42
N 1.350092 -1.283822 -0.048969 -2.6 -0.3 0.0 -0.72
N 0.706684 1.226690 0.030155 -0.3 0.2 1.5 -0.54
H 3.425113 -0.632468 -0.077812 -0.9 -0.9 -0.2 0.30
H 2.802087 1.671099 -0.017776 -1.0 0.3 0.3 0.33
H -0.017331 -0.381828 -1.992719 -0.6 -0.1 -0.1 0.35
H -1.214334 0.899038 -1.593548 -0.6 1.0 -0.4 0.36
H -1.565158 -0.760904 -1.012782 0.0 0.0 -1.5 0.28
H -1.304843 -1.143161 1.158271 -1.2 -2.7 0.0 0.40
H -1.663840 0.496933 1.453223 -0.9 0.8 0.2 0.38
H -0.216295 -0.183807 2.122675 0.4 -0.2 0.8 0.36
```
Positions in Å, forces in eV/Å.

***

(7)
Here is a molecular structure, C15H23CdCl3NO2P from the OMol25 dataset. Energies are from ωB97M-V/def2-TZVPD.

Output
HOMO	-7.67	eV

```
46
Properties=species:S:1:pos:R:3:forces:R:3:mulliken_charge:R:1
C -2.763039 0.213091 -4.090306 -0.3 0.3 0.0 -1.04
C -2.534015 -0.957109 -3.431889 0.1 -1.8 0.1 -0.57
C -1.722227 -1.064011 -2.308922 0.1 1.2 -0.1 1.60
C -1.113969 0.106538 -1.787961 -1.0 -0.2 0.5 -0.08
C -1.365734 1.331139 -2.448899 -0.9 -1.5 0.2 0.86
C -2.229597 1.356250 -3.546451 0.3 1.2 -0.3 -0.61
C -1.640414 -2.400493 -1.647815 -0.7 -0.9 -0.4 -0.88
C -0.271154 -3.073719 -1.483876 0.5 0.4 0.1 -0.97
N 0.813287 -2.076292 -1.300950 -0.2 0.1 0.6 0.56
Cd -0.054637 -0.116924 0.246557 -1.4 -1.4 -2.3 -0.13
C -0.790419 2.577537 -1.872311 0.6 0.5 0.1 -1.10
P 0.845995 2.047652 -1.192858 0.4 1.1 -1.6 0.44
H -3.040823 -1.872963 -3.743025 0.2 0.2 -0.3 0.32
H -2.545584 2.316524 -3.958550 0.4 -0.1 -0.1 0.38
H -3.385866 0.220125 -4.975670 -0.1 0.2 0.1 0.38
H -1.370157 2.955091 -1.046390 -0.5 0.1 0.4 0.45
H -0.723236 3.407825 -2.605575 0.2 -0.5 0.3 0.41
H -2.094760 -2.305467 -0.668195 0.0 -0.1 0.2 0.18
H -2.287112 -3.102025 -2.235547 0.5 0.4 0.6 0.32
H -0.309583 -3.682729 -0.566263 0.1 0.1 -0.4 0.33
C 1.462429 3.468726 -0.212315 0.2 0.1 -0.1 -1.22
C 1.768965 2.116214 -2.789458 0.3 -0.1 0.5 -1.46
H -0.052395 -3.738092 -2.346297 0.0 0.3 0.3 0.42
C 1.394008 -1.559674 -2.544020 -0.2 -0.2 0.1 -1.25
C 1.855591 -2.493321 -0.365791 0.0 0.4 0.1 -1.11
H 0.241435 1.498205 1.342519 2.9 -1.2 1.0 -0.01
H 1.881903 -2.373199 -3.114584 0.0 0.2 0.1 0.34
H 0.605244 -1.122882 -3.179416 0.5 -0.1 0.3 0.32
H 2.145841 -0.797892 -2.262338 -0.4 -0.3 -0.4 0.29
H 2.504255 -3.257951 -0.795763 0.3 -0.1 0.0 0.36
H 2.465439 -1.582869 -0.130183 -0.2 -0.9 0.0 0.29
H 1.398158 -2.907485 0.547405 0.2 0.3 -0.3 0.32
H 1.843985 3.116377 -3.219414 0.0 0.0 0.1 0.43
H 2.755615 1.746953 -2.524515 0.3 0.0 -0.4 0.39
H 1.311961 1.451789 -3.530199 0.0 0.0 0.3 0.30
H 1.637461 4.425596 -0.722403 -0.2 -0.3 0.0 0.37
H 0.793255 3.637254 0.636659 0.0 0.0 -0.1 0.43
H 2.406332 3.100170 0.189027 0.2 0.3 0.2 0.40
H 1.051975 1.083627 1.386785 -2.7 1.8 0.5 0.18
Cl -1.931289 -2.295670 5.145477 0.2 0.3 -0.1 -0.13
C -1.855811 -2.686931 3.429502 0.4 0.6 -0.8 0.56
Cl -0.868628 -4.146977 3.264438 -0.2 -0.3 -0.2 -0.16
Cl -3.515476 -2.857292 2.853257 -0.1 -0.4 -0.2 -0.15
C -1.172346 -1.558896 2.482290 -0.5 -1.0 1.3 0.36
O -0.854073 -0.545609 3.076162 0.4 0.7 -0.6 -0.60
O -1.039688 -1.874914 1.257772 0.3 0.4 0.8 -0.54
```
Positions in Å, forces in eV/Å.

***

(8)
Here is a single C13H11ClN4 molecule from the OMol25 dataset. Energies are from ωB97M-V/def2-TZVPD.

Output
SMILES string	Clc1ccc(N2N=NC[C@@H]2c2ccncc2)cc1
relative energy (zero: lowest compared OMol25 entry of this formula, charge and spin)	0.0	kcal per mole
HOMO	-8.41	eV

```
29
Properties=species:S:1:pos:R:3:forces:R:3:mulliken_charge:R:1
Cl -2.203428 3.149471 4.073992 0.2 -0.3 -0.2 -0.22
C -1.845607 2.065727 2.752524 -0.4 -0.1 -0.7 0.20
C -0.912263 2.395451 1.779951 0.1 -0.4 0.0 -0.82
C -0.715494 1.574994 0.659987 0.1 0.7 0.5 -0.17
C -1.463995 0.418887 0.456412 0.1 -0.2 0.7 0.72
N -1.212788 -0.466678 -0.588644 0.6 0.3 -0.3 0.65
N -2.080058 -1.419619 -0.985548 0.2 -0.5 -2.8 -0.30
N -1.792867 -1.854755 -2.163072 -0.7 0.1 3.0 -0.67
C -0.562422 -1.235415 -2.620808 0.4 0.4 -1.0 -0.48
C -0.122772 -0.276773 -1.532801 0.2 0.3 0.5 -0.57
C 1.232621 -0.571438 -0.892336 0.1 0.8 -1.3 0.37
C 2.315774 0.236698 -1.241906 0.1 -1.1 1.1 -0.42
C 3.563776 -0.064374 -0.694367 -1.0 -0.3 -0.3 -0.29
N 3.787214 -1.097965 0.123136 -0.5 -0.4 0.6 -0.62
C 2.737342 -1.894305 0.454833 -0.3 1.7 -1.6 -0.42
C 1.460480 -1.669704 -0.095278 1.0 0.1 0.6 -0.32
C -2.394366 0.095542 1.422046 -1.0 0.4 1.5 -0.36
C -2.603518 0.920298 2.554576 0.0 -0.8 -0.7 -0.59
H -0.291607 3.271362 1.922108 -0.1 0.0 -0.2 0.38
H 0.058122 1.911527 -0.005265 0.1 -0.2 -0.4 0.32
H -0.764024 -0.698855 -3.561453 0.0 -0.3 0.2 0.33
H 0.222911 -1.962222 -2.828612 -0.2 -0.3 0.0 0.38
H -0.139348 0.744597 -1.932136 0.2 0.0 0.3 0.51
H 2.217160 1.055909 -1.913554 -0.2 0.6 -0.4 0.41
H 4.352890 0.602966 -1.001945 0.7 -0.3 0.3 0.36
H 2.857287 -2.708349 1.143743 0.5 -0.2 0.1 0.37
H 0.661060 -2.335430 0.115677 -0.6 -0.5 0.4 0.44
H -2.997955 -0.803951 1.328295 0.2 0.2 0.0 0.42
H -3.364127 0.616402 3.270444 0.2 0.2 -0.1 0.38
```
Positions in Å, forces in eV/Å.

***

| no. | total energy (eV) |
| --- | --- |
| 1 | -22784.17219 |
| 2 | -39471.94957 |
| 3 | -10407.05845 |
| 4 | -28428.86964 |
| 5 | -8793.29478 |
| 6 | -8292.14763 |
| 7 | -72930.82771 |
| 8 | -32140.67604 |